This record from OMol25 describes a 8-piece molecular cluster, C33H68FN2O8 overall at a distorted geometry. The level of theory is ωB97M-V with the def2-TZVPD basis set.

The value obtained for the maximum force is 1.8 eV/A. As for the LUMO energy: -2.7 eV. The calculation puts the highest occupied orbital energy at -11.522 eV.

The geometry in ORCA input format:
```
! RIJCOSX wB97M-V def2-TZVPD def2/J DEFGRID3
* xyz 1 1
O -2.966 0.551 -3.003
C -1.843 0.155 -3.010
F -1.372 -0.446 -4.126
C -0.946 0.349 -1.796
C 0.263 -0.556 -1.741
C 0.281 -1.820 -2.227
N 1.561 -2.280 -1.953
C 2.235 -1.340 -1.329
N 1.490 -0.256 -1.164
C 1.924 0.993 -0.520
C 2.195 2.052 -1.593
C 1.260 3.033 -1.924
C 1.471 3.967 -2.918
C 2.683 3.960 -3.611
C 3.627 3.018 -3.264
C 3.393 2.069 -2.284
H -0.703 1.414 -1.757
H -1.587 0.154 -0.926
H -0.530 -2.333 -2.719
H 1.880 -3.207 -2.196
H 3.259 -1.479 -1.001
H 1.261 1.331 0.282
H 2.893 0.783 -0.046
H 0.314 3.084 -1.381
H 0.686 4.684 -3.139
H 2.816 4.724 -4.372
H 4.575 3.038 -3.797
H 4.204 1.366 -2.091
C 3.244 -1.787 3.997
C 3.403 -0.308 3.694
C 2.218 0.491 4.214
O 3.525 -0.113 2.279
H 2.351 -2.185 3.508
H 4.096 -2.353 3.615
H 3.162 -1.963 5.070
H 4.323 0.066 4.145
H 1.290 0.159 3.738
H 2.341 1.551 3.982
H 2.110 0.381 5.293
H 2.713 -0.445 1.879
C 1.350 -5.590 3.716
C 0.219 -4.722 3.190
C -0.621 -5.466 2.164
O 0.755 -3.532 2.601
H 2.023 -5.883 2.903
H 1.948 -5.040 4.444
H 0.967 -6.494 4.191
H -0.413 -4.404 4.019
H -0.011 -5.755 1.302
H -1.424 -4.828 1.791
H -1.063 -6.367 2.592
H 1.318 -3.796 1.865
C 3.099 4.219 1.673
C 1.786 4.963 1.830
C 1.840 5.972 2.965
O 0.743 4.008 2.061
H 3.342 3.657 2.579
H 3.015 3.499 0.856
H 3.926 4.898 1.457
H 1.540 5.475 0.899
H 2.040 5.472 3.917
H 0.882 6.485 3.067
H 2.618 6.717 2.795
H 0.945 3.541 2.880
C -3.566 2.582 3.551
C -2.410 2.013 2.744
C -2.118 2.859 1.517
O -2.713 0.672 2.344
H -4.481 2.602 2.952
H -3.767 1.960 4.423
H -3.351 3.597 3.888
H -1.519 1.958 3.372
H -2.986 2.884 0.850
H -1.289 2.430 0.950
H -1.858 3.880 1.789
H -3.502 0.703 1.792
C -6.012 -0.954 -5.449
C -6.071 0.511 -5.854
C -5.251 0.772 -7.108
O -5.594 1.326 -4.786
H -4.982 -1.250 -5.225
H -6.599 -1.125 -4.545
H -6.395 -1.601 -6.240
H -7.108 0.801 -6.029
H -4.198 0.529 -6.936
H -5.297 1.826 -7.383
H -5.611 0.176 -7.949
H -4.677 1.083 -4.616
C 4.298 -1.236 -6.728
C 4.007 -0.525 -5.416
C 2.529 -0.179 -5.288
O 4.791 0.664 -5.325
H 4.046 -0.595 -7.577
H 5.360 -1.471 -6.808
H 3.729 -2.163 -6.813
H 4.308 -1.161 -4.581
H 2.218 0.495 -6.090
H 2.335 0.338 -4.344
H 1.907 -1.076 -5.331
H 4.543 1.240 -6.057
C -3.631 -2.948 4.210
C -3.064 -3.777 5.354
C -4.159 -4.239 6.303
O -2.095 -3.011 6.067
H -4.120 -2.048 4.592
H -2.832 -2.619 3.543
H -4.359 -3.519 3.630
H -2.541 -4.647 4.950
H -4.665 -3.380 6.753
H -3.735 -4.825 7.120
H -4.902 -4.848 5.786
H -2.539 -2.238 6.431
*
```



This record from OMol25 describes a 8-piece molecular cluster, C33H69B2NO11 overall at a distorted geometry. The level of theory is ωB97M-V with the def2-TZVPD basis set.

The SMILES is CB(O)[C@H](OC=O)B(O)N(C)C.C1CCOC1.C1CCOC1.C1CCOC1.C1CCOC1.C1CCOC1.C1CCOC1.C1CCOC1. The value obtained for the maximum force is 9.2 eV/A. As for the LUMO energy: 0.1 eV. The calculation puts the highest occupied orbital energy at -8.564 eV. The relative energy (zero: lowest compared OMol25 entry of this formula, charge and spin) comes out at 102.57 kcal per mole.

The geometry in ORCA input format:
```
! RIJCOSX wB97M-V def2-TZVPD def2/J DEFGRID3
* xyz 0 1
C 4.977 2.838 3.575
B 3.375 2.529 3.823
O 2.569 3.647 4.398
C 2.590 1.130 3.459
O 3.518 0.242 2.684
C 3.523 -1.058 3.434
O 2.614 -2.014 3.125
B 1.222 1.475 2.567
O 1.508 1.952 1.167
N -0.204 1.298 3.050
C -1.131 2.402 2.596
C -0.324 1.266 4.557
H 5.659 2.000 4.077
H 5.241 2.973 2.420
H 5.290 3.871 4.083
H 2.924 4.526 4.055
H 2.370 0.558 4.455
H 4.289 -1.257 4.322
H 1.421 2.964 1.266
H -1.550 2.987 3.548
H -2.081 1.875 2.123
H -0.646 3.216 1.911
H -1.474 1.076 4.803
H -0.004 2.253 5.100
H 0.272 0.381 5.059
C 1.168 2.038 -2.384
C 0.093 2.698 -3.208
C 0.383 4.167 -2.990
O 1.797 4.286 -2.783
C 2.341 2.973 -2.588
H 1.385 1.011 -2.686
H 0.875 2.031 -1.328
H 0.227 2.443 -4.266
H -0.922 2.415 -2.915
H -0.119 4.542 -2.092
H 0.082 4.784 -3.842
H 2.907 2.709 -3.488
H 3.025 2.980 -1.735
C -1.989 3.490 -7.732
C -3.301 3.583 -6.997
C -2.859 3.514 -5.552
O -1.552 4.100 -5.487
C -1.061 4.267 -6.824
H -2.025 3.890 -8.749
H -1.667 2.443 -7.787
H -3.770 4.553 -7.199
H -4.011 2.797 -7.264
H -2.778 2.476 -5.210
H -3.536 4.050 -4.880
H -1.083 5.337 -7.057
H -0.026 3.918 -6.884
C -3.353 3.978 7.710
C -3.787 5.324 7.191
C -3.517 5.193 5.707
O -3.692 3.809 5.373
C -3.778 3.054 6.589
H -3.799 3.713 8.672
H -2.262 3.956 7.819
H -4.861 5.460 7.365
H -3.257 6.163 7.648
H -2.485 5.468 5.465
H -4.192 5.806 5.103
H -4.818 2.735 6.712
H -3.146 2.164 6.516
C -5.715 3.438 -0.963
C -6.995 3.760 -1.691
C -6.516 4.705 -2.772
O -5.169 4.326 -3.089
C -4.709 3.403 -2.092
H -5.754 2.504 -0.397
H -5.470 4.250 -0.268
H -7.402 2.848 -2.146
H -7.766 4.197 -1.053
H -6.496 5.740 -2.414
H -7.133 4.658 -3.673
H -4.663 2.410 -2.552
H -3.703 3.683 -1.767
C 1.372 -3.196 -2.658
C 0.977 -3.165 -4.112
C 0.762 -1.686 -4.350
O 1.651 -0.988 -3.467
C 2.185 -1.927 -2.523
H 1.929 -4.092 -2.373
H 0.476 -3.133 -2.029
H 1.809 -3.525 -4.729
H 0.095 -3.767 -4.341
H -0.261 -1.387 -4.099
H 0.967 -1.394 -5.384
H 3.236 -2.100 -2.783
H 2.140 -1.504 -1.516
C 4.420 -5.187 0.790
C 4.570 -6.628 0.375
C 3.852 -6.650 -0.957
O 4.008 -5.347 -1.536
C 4.529 -4.463 -0.534
H 5.166 -4.859 1.518
H 3.425 -5.027 1.222
H 5.631 -6.863 0.231
H 4.156 -7.338 1.094
H 2.780 -6.832 -0.828
H 4.255 -7.406 -1.638
H 5.574 -4.252 -0.786
H 3.971 -3.522 -0.546
C 0.697 -9.669 1.903
C 1.163 -11.003 1.379
C 2.530 -10.665 0.824
O 3.045 -9.586 1.617
C 1.982 -9.069 2.429
H -0.082 -9.745 2.667
H 0.310 -9.060 1.078
H 1.261 -11.713 2.208
H 0.495 -11.439 0.632
H 2.463 -10.316 -0.212
H 3.219 -11.513 0.864
H 2.171 -9.378 3.463
H 1.984 -7.976 2.386
*
```



Number 1: HOMO-LUMO gap 8.80 eV. Number 2: HOMO-LUMO gap 8.66 eV.